ORCA calculation (ωB97M-V/def2-TZVPD) on a molecular structure, C23H48IrNOP3S in a non-equilibrium geometry.

Last column: Löwdin spin population.
CARTESIAN COORDINATES (ANGSTROEM)
Ir -0.0209 0.7591 -0.8507  1.123
P 1.6357 2.1513 -0.0733  0.077
P -1.6691 1.0793 0.9018  0.137
P -0.9607 2.2026 -2.1495  0.056
H -0.2782 -1.3785 -4.2168  0.001
C 0.1230 -0.3530 -4.2620  0.059
C 1.3161 0.0079 -3.7296  0.015
H 1.9882 -0.6494 -3.1934  0.001
C 2.8566 1.1888 0.8554  0.023
C 1.1996 3.4952 1.0831  -0.002
C 2.5585 2.8831 -1.4473  0.035
C -2.9294 -0.2156 0.6945  0.039
C -1.1607 0.9346 2.6564  0.020
C -2.6512 2.6205 1.0587  0.023
C -0.1923 2.6502 -3.7578  0.047
C -1.2515 3.9400 -1.6057  -0.005
C -2.6448 1.5656 -2.5754  0.009
H -0.3084 0.2234 -5.0634  0.002
H 1.8364 0.8441 -4.2265  -0.001
H 3.3067 0.4327 0.1968  0.001
H 2.3721 0.6571 1.6885  0.005
H 3.6392 1.8489 1.2531  0.002
H 0.4962 3.1067 1.8354  0.000
H 0.7276 4.3251 0.5387  0.000
H 2.1112 3.8546 1.5931  0.000
H 2.7150 2.1169 -2.2166  0.003
H 3.5343 3.2318 -1.0791  0.006
H 2.0127 3.7280 -1.8858  0.000
H -3.3159 -0.4724 1.6883  0.006
H -2.5269 -1.1116 0.2093  0.006
H -3.7556 0.1692 0.0855  0.000
H -1.5996 1.7684 3.2111  0.002
H -0.0751 0.9968 2.8031  0.004
H -1.5372 0.0017 3.0991  0.001
H -3.2506 2.4868 1.9709  0.005
H -3.3145 2.7689 0.1984  0.000
H -1.9911 3.4871 1.2016  0.001
H -0.6108 2.0508 -4.5667  0.003
H 0.8950 2.5815 -3.8258  0.000
H -0.4737 3.6984 -3.9366  0.004
H -2.2641 4.2645 -1.8694  -0.001
H -0.5531 4.6241 -2.1001  0.000
H -1.1157 4.0833 -0.5363  0.000
H -2.8074 1.6912 -3.6582  0.000
H -3.4440 2.1063 -2.0450  0.000
H -2.7352 0.4962 -2.3335  0.001
C 0.8332 -3.6890 -1.1942  0.130
C -0.3475 -4.3614 -0.8745  0.086
C -1.6101 -3.8256 -1.1714  -0.001
C -1.6705 -2.5343 -1.7265  0.139
C -0.4874 -1.8286 -1.9676  0.003
C 0.7505 -2.4487 -1.8324  0.117
S 2.4246 -4.3113 -0.7914  0.511
H 3.2554 -3.3496 -1.1736  0.020
H -0.2793 -5.3387 -0.3952  0.001
H -2.5468 -4.3594 -1.0153  -0.001
H -2.6243 -2.0681 -1.9856  0.005
H -0.5765 -0.7618 -2.3244  0.004
H 1.6762 -1.9614 -2.1401  0.003
O 0.6920 -0.7933 0.2981  0.305
C 0.7394 -1.3690 1.5831  0.175
C 2.0734 -1.8775 1.9165  0.650
C 2.4626 -2.1290 3.2740  0.107
C 1.4891 -2.8670 4.2357  0.028
C 0.0657 -2.2874 4.2514  0.012
C -0.7926 -2.7208 3.0703  0.097
N -0.2317 -2.4913 1.7611  0.667
H 2.7911 -1.9077 1.1022  0.034
H 0.5648 -0.6221 2.3720  0.048
H 3.3922 -2.7079 3.2044  0.003
H 2.6976 -1.1623 3.7632  0.043
H 1.4564 -3.9341 3.9896  0.001
H 1.8957 -2.7789 5.2546  0.000
H -0.4181 -2.6677 5.1681  0.000
H 0.0873 -1.2004 4.3300  0.007
H -0.9324 -3.8097 3.1794  0.038
H -1.7864 -2.2807 3.1921  0.041
H -0.9303 -2.4972 1.0280  0.018

Output
Energy relative to the best compared isomer or geometry (same formula, charge and spin) = 58.39 kcal/mol
Multiplicity = 6
HOMO-LUMO gap (alpha / beta) = 6.7 / 5.7 eV
Expectation value of S² = 8.794
Energy = -69660.838 eV
Lowest unoccupied orbital energy (alpha / beta) = -0.458 / -0.561 hartree
Total charge = +4



ORCA calculation (ωB97M-V/def2-TZVPD) on 3 unconnected molecules or ions with the total composition CH6O4.

Last column: natural (NBO) charge in e.
CARTESIAN COORDINATES (ANGSTROEM)
O -2.2045 -0.0869 0.1386  -0.570
C -1.8365 0.6671 -0.7065  0.653
O -0.7381 0.4369 -1.4281  -0.668
H -2.3506 1.5978 -0.9784  0.098
H -0.5406 1.1610 -2.0328  0.491
O 3.9354 1.8580 1.5588  -0.934
H 3.8608 0.9061 1.4286  0.468
H 4.8716 2.0265 1.4055  0.467
O -1.7527 -3.1749 -0.0443  -0.947
H -1.3569 -3.1666 0.8367  0.462
H -1.8880 -2.2251 -0.1780  0.480

Output
Energy relative to the best compared isomer or geometry (same formula, charge and spin) = 17.29 kcal/mol
HOMO-LUMO gap = 11.2 eV
Energy = -9324.165 eV
Lowest unoccupied orbital energy = 0.013 hartree
SMILES = O=CO.O.O



ORCA calculation (ωB97M-V/def2-TZVPD) on a molecular structure, C25H27BCl2FN8O2Pd.

Last column: natural (NBO) charge in e.
CARTESIAN COORDINATES (ANGSTROEM)
Pd 0.0098 -0.6395 1.1877  1.280
C -3.9224 1.3964 0.6089  -0.647
C -2.7544 1.0585 -0.2529  0.190
C -2.7608 0.5059 -1.5565  -0.338
C -1.4453 0.4112 -1.9099  0.003
N -0.6907 0.8668 -0.8693  -0.432
N -1.5223 1.2802 0.1490  -0.328
B 0.7550 1.4313 -0.8756  0.939
N 0.9343 2.1391 0.4873  -0.341
C 1.0519 3.4327 0.8282  0.005
C 1.0320 3.5238 2.2026  -0.343
C 0.8686 2.2054 2.6570  0.180
C 0.8018 1.6802 4.0511  -0.651
N 0.8075 1.3993 1.6066  -0.305
N 1.8077 0.2660 -0.9230  -0.353
C 2.7981 0.0676 -1.8082  0.009
C 3.6947 -0.8246 -1.2616  -0.349
C 3.1782 -1.1332 0.0072  0.171
C 3.8084 -1.9328 1.1011  -0.655
N 2.0362 -0.4720 0.1874  -0.353
N 1.0758 2.3470 -2.0448  -0.384
C 2.1105 3.2214 -2.1382  -0.037
C 2.2600 3.5634 -3.4562  -0.349
C 1.2768 2.8069 -4.1324  0.137
C 1.0142 2.7432 -5.6014  -0.637
N 0.5914 2.0689 -3.2780  -0.290
H -4.7357 1.7855 -0.0032  0.218
H -3.6328 2.1517 1.3387  0.226
H -4.2881 0.5169 1.1415  0.232
H -3.6225 0.2193 -2.1371  0.226
H -0.9842 0.0771 -2.8210  0.235
H 1.1257 4.2120 0.0892  0.228
H 1.1239 4.4127 2.8029  0.229
H 0.5861 2.4857 4.7500  0.221
H 1.7558 1.2271 4.3277  0.224
H 0.0338 0.9132 4.1296  0.256
H 2.8217 0.5807 -2.7565  0.238
H 4.6021 -1.2016 -1.7022  0.231
H 3.8361 -2.9984 0.8672  0.225
H 3.2608 -1.7820 2.0299  0.233
H 4.8363 -1.6033 1.2508  0.235
H 2.6603 3.5412 -1.2683  0.220
H 2.9693 4.2526 -3.8836  0.225
H 1.2266 3.6986 -6.0787  0.218
H -0.0223 2.4711 -5.7921  0.230
H 1.6567 1.9890 -6.0605  0.219
F -3.6278 -4.0248 -1.6885  -0.314
C -2.5497 -3.8270 -0.9189  0.418
C -2.5667 -4.2871 0.3921  -0.280
C -1.4724 -4.0622 1.1866  -0.106
C -0.3291 -3.3782 0.6916  -0.141
C 0.7738 -3.0932 1.5159  -0.427
C -0.3383 -2.9810 -0.6791  -0.194
C -1.4482 -3.1854 -1.4649  -0.266
H -3.4419 -4.7957 0.7734  0.238
H -1.4672 -4.3960 2.2157  0.215
H 1.7176 -2.8914 1.0430  0.203
H 0.7786 -3.4099 2.5502  0.214
H 0.5448 -2.5104 -1.0986  0.227
H -1.4813 -2.8569 -2.4950  0.236
Cl -2.7590 -2.9839 4.6421  -0.004
C -3.1988 -1.5949 3.6317  -0.319
Cl -4.6657 -1.9263 2.7067  0.006
C -2.0037 -1.2282 2.7213  0.739
O -0.9186 -0.9763 3.2941  -0.704
O -2.1618 -1.1818 1.4845  -0.679
H -3.4112 -0.7718 4.3057  0.244

Output
Energy relative to the best compared isomer or geometry (same formula, charge and spin) = 3.58 kcal/mol
Multiplicity = 4
HOMO-LUMO gap (alpha / beta) = 8.1 / 7.1 eV
Expectation value of S² = 3.793
Energy = -74298.122 eV
Lowest unoccupied orbital energy (alpha / beta) = 0.024 / -0.064 hartree